# H10NO8Zn

H10NO8Zn as an isolated structure in a non-equilibrium geometry (ωB97M-V with the def2-TZVPD basis set, the Open Molecules 2025 dataset).

Structure (XYZ):
```
20
Properties=species:S:1:pos:R:3:forces:R:3
Zn 0.059943 0.320243 0.115230 0.2 -1.2 -1.5
N 0.431813 -2.664877 -0.974710 1.9 -3.4 -1.5
O -0.078447 -3.348987 -0.100790 -0.6 0.4 0.6
O 1.106523 -3.218687 -1.900050 -1.4 2.0 1.7
O 0.316583 -1.408957 -0.928100 0.2 1.8 -0.7
O -1.367697 1.008273 -1.335190 -0.2 0.3 0.0
H -1.677307 1.817273 -1.742480 0.1 0.4 -0.2
H -1.913037 0.322013 -1.719750 0.0 -0.6 -0.2
O 1.164723 -0.351737 1.647620 0.3 0.3 0.8
H 0.781203 -0.443537 2.519810 -0.3 -0.1 0.3
H 1.963113 -0.878777 1.679840 0.4 -0.3 -0.4
O -0.215177 2.086783 1.033150 0.1 0.6 0.4
H -0.832857 2.817753 1.013380 -0.4 0.1 -0.2
H 0.415743 2.324033 1.712770 0.4 0.0 0.3
O -1.629747 -0.505917 0.868570 -0.7 0.0 0.6
H -2.495057 -0.103567 0.943320 -0.2 0.4 0.0
H -1.789017 -1.441937 0.989960 0.4 -0.8 -0.2
O 1.673673 1.091983 -1.000720 0.0 0.3 0.2
H 2.337703 0.595643 -1.479190 0.1 -0.7 -0.2
H 1.747313 1.982983 -1.342670 -0.1 0.4 0.0
```
Forces are in eV/Å.

Output
Highest occupied orbital energy ... -11.875 eV
LUMO ... -3.983 eV
Gap between HOMO and LUMO ... 7.89 eV
Total charge ... +1

Atomic partial charges in e from the natural (NBO) method, atoms 1 to 4:
1 Zn 1.757
2 N 0.718
3 O -0.468
4 O -0.444


# H10Na6O17S3

H10Na6O17S3 as an isolated structure in a non-equilibrium geometry (ωB97M-V with the def2-TZVPD basis set, the Open Molecules 2025 dataset).

Structure (XYZ):
```
36
Properties=species:S:1:pos:R:3:forces:R:3
Na 0.820575 -0.045548 -3.755754 1.0 -0.2 0.4
Na -2.647027 -1.970646 -0.399733 0.0 -0.2 0.8
Na 0.565170 3.311697 -0.396602 -0.2 1.2 1.5
Na 1.974277 1.340548 1.889565 -0.7 0.4 0.6
Na -1.698770 1.151424 1.135165 -0.3 0.7 1.1
Na -2.246270 1.109922 -2.205886 -1.2 -0.3 0.7
S -4.963129 0.248260 -0.411154 -1.1 -1.5 0.1
O -4.845647 0.615033 -1.791460 0.1 0.4 -2.4
O -3.598696 0.135366 0.080904 2.4 -1.0 1.0
O -5.607669 1.340252 0.309302 -1.5 0.5 0.8
O -5.758753 -1.004564 -0.208420 1.1 1.9 0.0
S 0.446246 -0.276681 -0.415043 -0.9 -1.1 0.5
O -1.031396 -0.246126 -0.592751 -0.5 0.2 -0.6
O 1.055278 -0.897161 -1.563725 0.5 -0.6 -2.7
O 0.907433 1.084421 -0.319875 0.7 2.9 0.2
O 0.826744 -0.976481 0.781799 -0.2 0.4 0.9
S -0.212231 4.175414 2.428304 -0.5 4.9 3.6
O -0.046193 2.816124 1.892369 0.8 -5.3 -2.7
O 0.384516 5.115155 1.493029 1.6 0.1 -3.3
O -1.607888 4.495219 2.540495 -2.0 -0.9 -0.3
O 0.478712 4.312190 3.693758 0.6 -1.2 0.5
O 2.592503 1.430094 -2.340333 -0.2 0.0 -1.1
H 2.432112 1.037901 -1.482031 -0.1 -0.2 0.3
H 2.481286 2.370264 -2.199162 0.4 0.3 -0.2
O 1.020985 -3.636556 -1.681656 -0.4 -0.3 0.0
H 0.950948 -2.689906 -1.804860 0.1 0.3 0.1
H 1.755708 -3.897145 -2.237079 0.3 -0.3 0.0
O 2.427007 -2.632905 2.054786 0.0 -0.2 0.7
H 2.978091 -3.001234 1.364232 0.2 0.0 -0.2
H 1.818434 -2.055506 1.593805 0.2 -0.2 0.0
O -1.019369 -2.719711 1.438502 -1.4 -0.2 -0.5
H -0.513572 -3.466823 1.118804 0.3 -0.4 0.1
H -0.402800 -1.987731 1.421913 0.4 0.1 0.2
O 3.618359 -1.868807 -0.462083 0.3 -0.1 -0.2
H 2.728778 -1.708506 -0.777021 -0.3 -0.1 -0.1
H 3.936248 -1.007247 -0.192102 0.3 0.1 0.1
```
Forces are in eV/Å.

Output
Spin multiplicity ... 2
Highest occupied orbital energy (spin up / spin down) ... -9.399 / -9.399 eV
LUMO (spin up / spin down) ... -6.694 / -6.833 eV
<S²> ... 0.76
Gap between HOMO and LUMO (spin up / spin down) ... 2.71 / 2.57 eV
Total charge ... +1

Atomic partial charges in e from the natural (NBO) method, atoms 1 to 4:
1 Na 0.986
2 Na 0.967
3 Na 0.940
4 Na 0.977


# H10NaO5

H10NaO5 as an isolated structure (ωB97M-V with the def2-TZVPD basis set, the Open Molecules 2025 dataset).

Structure (XYZ):
```
16
Properties=species:S:1:pos:R:3:forces:R:3
Na 0.002733 -0.306971 -0.293084 -0.1 -0.1 0.9
O -2.272952 0.079702 -1.193895 0.4 0.2 0.0
H -2.109085 0.432171 -2.078675 -0.2 -0.1 0.1
H -2.762195 0.772523 -0.735270 -0.1 -0.1 -0.1
O 0.147512 -2.203481 1.549384 -0.2 0.0 -0.3
H -0.470052 -2.252879 2.289756 0.1 0.0 -0.1
H 0.178873 -3.102233 1.196768 0.1 0.1 0.2
O 2.337330 0.091402 0.749085 -0.1 0.2 -0.5
H 2.741863 0.373814 -0.083170 0.1 0.0 0.2
H 2.860409 0.538336 1.425228 -0.1 -0.1 0.0
O 0.842202 0.311424 -2.299530 0.0 0.0 -0.3
H 0.656183 1.138093 -2.763678 0.1 -0.1 0.1
H 1.169647 -0.291823 -2.981166 0.0 0.1 0.1
O -0.961563 1.229373 1.465161 0.0 0.0 0.0
H -1.796232 1.712136 1.443107 0.1 0.0 0.1
H -0.564672 1.478412 2.309979 0.0 -0.1 -0.1
```
Forces are in eV/Å.

Output
Highest occupied orbital energy ... -15.270 eV
LUMO ... -3.353 eV
Gap between HOMO and LUMO ... 11.92 eV
Total charge ... +1

Atomic partial charges in e from the natural (NBO) method, atoms 1 to 4:
1 Na 0.955
2 O -0.959
3 H 0.484
4 H 0.485


# H10NaO5

H10NaO5 as an isolated structure (ωB97M-V with the def2-TZVPD basis set, the Open Molecules 2025 dataset).

Structure (XYZ):
```
16
Properties=species:S:1:pos:R:3:forces:R:3
Na -46.535245 -2.790962 -18.272835 0.4 0.3 -0.1
O -44.607162 -4.271119 -18.370271 0.0 0.3 0.0
H -44.903837 -5.171122 -18.235305 -0.1 -0.1 0.1
H -43.784814 -4.359216 -18.852157 0.3 0.1 -0.2
O -45.084147 -1.694293 -16.474839 -0.6 0.0 -0.4
H -45.324645 -2.329291 -15.800165 0.1 -0.1 0.5
H -44.164046 -1.880086 -16.662208 0.3 -0.1 0.0
O -46.970380 -5.429461 -17.849195 -0.1 0.4 0.0
H -46.727974 -6.355441 -17.855836 0.0 -0.4 0.0
H -47.909600 -5.428578 -17.664528 -0.2 -0.3 0.1
O -45.648452 -0.624663 -19.299580 -0.3 -0.5 0.1
H -44.736682 -0.359623 -19.178500 0.2 0.1 0.2
H -45.837701 -0.421825 -20.215697 -0.1 0.2 -0.3
O -48.831251 -3.077997 -18.690026 0.5 -0.1 0.2
H -49.168113 -3.806046 -18.167806 -0.3 -0.1 0.1
H -49.591041 -2.761380 -19.178595 -0.2 0.2 -0.2
```
Forces are in eV/Å.

Output
Highest occupied orbital energy ... -15.430 eV
LUMO ... -3.410 eV
Gap between HOMO and LUMO ... 12.02 eV
Total charge ... +1

Atomic partial charges in e from the natural (NBO) method, atoms 1 to 4:
1 Na 0.959
2 O -0.973
3 H 0.488
4 H 0.492


# H10O13S2V

H10O13S2V as an isolated structure in a non-equilibrium geometry (ωB97M-V with the def2-TZVPD basis set, the Open Molecules 2025 dataset).

Structure (XYZ):
```
26
Properties=species:S:1:pos:R:3:forces:R:3
V 9.988000 13.669000 3.814000 -0.9 1.4 3.1
S 9.247000 16.807000 4.369000 -3.2 6.1 4.2
O 7.827000 16.849000 4.677000 -1.2 -0.9 0.1
O 9.538000 18.001000 3.621000 1.2 1.8 -2.7
O 10.073000 16.816000 5.535000 1.9 -0.8 2.1
O 9.530000 15.641000 3.608000 1.7 -6.6 -5.2
S 8.648000 13.512000 7.011000 0.0 4.2 3.5
O 7.749000 12.446000 6.957000 -4.1 -5.5 -1.2
O 9.701000 13.170000 7.944000 3.0 -1.0 0.7
O 9.142000 13.776000 5.672000 2.3 0.0 -4.2
O 7.990000 14.708000 7.484000 -0.7 1.0 0.3
O 10.754000 13.236000 1.821000 0.0 -0.2 0.3
H 10.202000 12.629000 1.358000 -1.1 -0.8 -0.3
H 11.443000 13.387000 1.199000 1.2 0.7 -0.4
O 11.992000 14.354000 4.387000 1.0 -0.9 0.2
H 12.602000 15.087000 4.334000 -0.5 1.0 -0.3
H 12.380000 13.849000 5.114000 -0.6 -0.1 0.2
O 9.394000 15.840000 0.844000 -0.1 -0.5 -0.2
H 9.959000 15.223000 0.392000 0.3 -0.2 -0.6
H 9.468000 15.502000 1.759000 -0.3 1.1 0.7
O 10.631000 11.715000 4.670000 1.1 -1.7 -1.2
H 10.615000 11.267000 5.522000 -0.7 0.8 0.8
H 11.041000 11.019000 4.109000 -0.3 0.8 0.2
O 8.271000 12.480000 3.160000 1.1 -1.1 -0.3
H 7.590000 12.946000 2.732000 -1.4 1.5 -0.8
H 7.794000 11.822000 3.666000 0.2 -0.1 1.0
```
Forces are in eV/Å.

Output
Spin multiplicity ... 4
Highest occupied orbital energy (spin up / spin down) ... 0.286 / 0.292 eV
LUMO (spin up / spin down) ... 3.112 / 3.084 eV
<S²> ... 3.75
Gap between HOMO and LUMO (spin up / spin down) ... 2.83 / 2.79 eV
Total charge ... -2

Atomic partial charges in e from the natural (NBO) method, atoms 1 to 4:
1 V 1.215
2 S 2.665
3 O -1.088
4 O -1.125


# H10O4

A 4-piece molecular cluster, H10O4 overall in a non-equilibrium geometry (ωB97M-V with the def2-TZVPD basis set, the Open Molecules 2025 dataset).

Structure (XYZ):
```
14
Properties=species:S:1:pos:R:3:forces:R:3
O -8.791781 1.763434 24.465135 -0.2 -3.1 1.4
H -9.685676 1.827972 24.809215 -1.1 0.0 0.1
H -8.576029 2.568358 23.988535 0.5 3.6 -2.8
H -8.234060 1.748260 25.246361 0.8 -0.3 0.8
O -10.389693 5.199171 24.135528 -3.5 1.9 -0.1
H -9.769171 4.518502 23.864911 3.2 -2.4 -1.9
H -9.929367 5.792443 24.733636 1.1 1.3 1.2
H -11.108765 4.803373 24.633400 -1.0 -0.3 0.5
O -6.926551 5.376042 24.660612 2.6 1.1 0.0
H -6.422121 4.832263 25.270081 0.7 -0.6 0.8
H -7.651665 5.788503 25.135672 -1.9 0.9 1.1
H -7.264224 4.833834 23.943958 -1.7 -1.6 -2.1
O -8.568356 3.933943 23.217043 0.3 -0.4 0.3
H -8.676575 3.964338 22.246530 0.2 -0.2 0.6
```
Forces are in eV/Å.

Output
Spin multiplicity ... 2
Highest occupied orbital energy (spin up / spin down) ... -8.610 / -15.415 eV
LUMO (spin up / spin down) ... -3.724 / -4.274 eV
<S²> ... 0.75
Gap between HOMO and LUMO (spin up / spin down) ... 4.89 / 11.14 eV
Total charge ... +1

Atomic partial charges in e from the natural (NBO) method, atoms 1 to 4:
1 O -0.801
2 H 0.509
3 H 0.525
4 H 0.500


# H10O4S2

A 5-piece molecular cluster, H10O4S2 overall in a non-equilibrium geometry (ωB97M-V with the def2-TZVPD basis set, the Open Molecules 2025 dataset).

Structure (XYZ):
```
16
Properties=species:S:1:pos:R:3:forces:R:3
S -1.500978 -4.265559 -3.676930 0.0 -0.3 0.5
S -0.922466 -4.365609 -1.672245 -0.2 0.3 -0.4
H -1.141125 -5.529697 -3.953278 0.0 0.1 -0.2
H 0.161060 -3.598305 -1.824780 0.2 0.0 0.1
H 2.923811 2.287406 -1.492467 -0.2 0.0 0.2
H 2.598087 2.285566 -2.944859 -0.1 0.0 -0.4
O 2.177708 2.405550 -2.091736 0.3 -0.1 0.1
H -2.861921 -0.830630 0.476075 0.1 0.3 -0.5
H -1.876920 -1.484931 -0.588065 -0.2 0.4 -0.1
O -2.271449 -1.559060 0.281773 0.2 -0.7 0.7
H -1.119269 0.922641 2.649304 0.1 0.1 0.0
H -0.754765 -0.353776 1.950827 -0.1 -0.6 -0.3
O -0.522242 0.570831 1.980113 -0.1 0.5 0.2
H 1.065891 4.628009 3.232572 -0.3 0.1 0.4
H 2.448861 4.339211 3.635489 0.1 0.0 0.5
O 1.595711 4.548357 4.038207 0.2 0.0 -0.8
```
Forces are in eV/Å.

Output
Highest occupied orbital energy ... -9.482 eV
SMILES ... SS.O.O.O.O
LUMO ... 0.264 eV
Gap between HOMO and LUMO ... 9.75 eV
Total charge ... 0

Atomic partial charges in e from the natural (NBO) method, atoms 1 to 4:
1 S -0.132
2 S -0.122
3 H 0.131
4 H 0.126


# H10O4S2

A 5-piece molecular cluster, H10O4S2 overall in a non-equilibrium geometry (ωB97M-V with the def2-TZVPD basis set, the Open Molecules 2025 dataset).

Structure (XYZ):
```
16
Properties=species:S:1:pos:R:3:forces:R:3
S 1.639514 -1.204194 -0.605139 -1.0 1.5 2.7
S 0.569128 0.133762 0.840724 -0.7 -0.1 -6.4
H 1.648731 -0.369756 -1.663770 -0.5 0.3 0.0
H 1.128518 -0.169579 1.887641 2.2 -1.8 3.6
H -2.149615 2.015345 -6.669888 0.4 -1.3 0.7
H -0.841499 1.954813 -5.923035 -1.4 -1.5 -0.3
O -1.624532 1.352598 -6.140018 0.9 2.8 -0.3
H -2.312178 0.803435 -0.263572 1.1 -1.9 0.6
H -3.025384 1.413381 -1.435370 0.0 0.3 1.0
O -2.830110 1.536846 -0.476998 -1.1 1.7 -1.7
H -1.267129 3.281345 0.765901 0.4 -0.1 0.7
H -0.089972 2.635053 1.572751 -0.3 0.5 -0.1
O -0.757139 3.335807 1.603989 -0.2 -0.4 -0.6
H 0.580688 -4.724512 4.373005 0.7 0.3 0.6
H 1.247130 -3.786134 5.414811 -0.4 0.5 0.6
O 1.429587 -4.466061 4.784549 -0.3 -0.8 -1.2
```
Forces are in eV/Å.

Output
Spin multiplicity ... 2
Highest occupied orbital energy (spin up / spin down) ... -13.813 / -13.813 eV
LUMO (spin up / spin down) ... -7.441 / -9.940 eV
<S²> ... 0.76
Gap between HOMO and LUMO (spin up / spin down) ... 6.37 / 3.87 eV
Total charge ... +1

Atomic partial charges in e from the natural (NBO) method, atoms 1 to 4:
1 S 0.345
2 S 0.316
3 H 0.190
4 H 0.137


# H10O5

A 5-piece molecular cluster, H10O5 overall (ωB97M-V with the def2-TZVPD basis set, the Open Molecules 2025 dataset).

Structure (XYZ):
```
15
Properties=species:S:1:pos:R:3:forces:R:3
O 0.745437 -2.238841 -1.658408 -0.3 -0.1 0.0
H 1.135086 -2.624234 -0.868766 0.1 0.1 0.0
H 0.388569 -1.391007 -1.361965 0.2 0.0 -0.1
O 2.471624 0.942373 -0.890601 0.0 0.1 0.0
H 1.535082 0.955577 -0.655261 0.0 -0.2 0.0
H 2.854869 1.696903 -0.434555 0.0 0.0 0.0
O -2.098598 -2.160065 -0.026026 0.0 -0.1 0.2
H -1.705977 -2.996969 0.243570 0.0 0.0 0.0
H -2.357037 -2.302254 -0.942740 0.1 0.1 0.0
O -0.329657 0.076386 0.052689 0.0 0.0 0.3
H -0.794164 -0.707898 0.389935 -0.1 0.1 -0.3
H -0.678433 0.814466 0.563242 0.0 0.1 -0.1
O -0.267588 3.500157 1.542353 0.0 -0.2 0.0
H 0.271794 3.028485 2.185402 0.0 0.1 0.0
H -1.171008 3.406921 1.861131 0.0 0.1 0.0
```
Forces are in eV/Å.

Output
Highest occupied orbital energy ... -10.913 eV
SMILES ... O.O.O.O.O
LUMO ... 0.319 eV
Gap between HOMO and LUMO ... 11.23 eV
Total charge ... 0

Atomic partial charges in e from the natural (NBO) method, atoms 1 to 4:
1 O -0.949
2 H 0.463
3 H 0.484
4 O -0.948


# H10O5

A 5-piece molecular cluster, H10O5 overall in a non-equilibrium geometry (ωB97M-V with the def2-TZVPD basis set, the Open Molecules 2025 dataset).

Structure (XYZ):
```
15
Properties=species:S:1:pos:R:3:forces:R:3
H -1.703156 0.119496 -0.348463 0.2 0.0 -0.2
H -2.123873 0.725262 -1.729460 1.3 -0.7 0.6
H -0.623841 -0.966451 0.930849 -0.4 0.2 0.1
H -1.855716 -0.830076 1.941157 0.7 0.6 -0.7
H -0.088454 -1.220159 -0.979454 -0.1 0.0 -0.3
H 1.202098 -1.247588 -0.130296 -0.2 -0.1 -0.2
H 1.843232 0.689107 0.171143 0.1 -0.1 0.1
H 2.971015 0.132686 -0.698442 0.4 0.0 -0.4
H -0.063499 1.177337 1.047796 0.3 0.6 -0.6
H -0.090155 1.492945 -0.448095 -0.1 0.0 0.1
O -1.357128 0.302323 -1.253752 -1.7 0.8 -0.7
O -1.291645 -0.317202 1.315976 -0.4 -1.0 0.8
O 0.325977 -1.687590 -0.247786 0.3 -0.2 0.4
O 2.451995 -0.082474 0.070056 -0.3 0.3 0.3
O 0.403156 1.712379 0.358765 -0.1 -0.4 0.7
```
Forces are in eV/Å.

Output
Highest occupied orbital energy ... -11.328 eV
SMILES ... O.O.O.O.O
LUMO ... 0.501 eV
Gap between HOMO and LUMO ... 11.83 eV
Total charge ... 0

Atomic partial charges in e from the natural (NBO) method, atoms 1 to 4:
1 H 0.510
2 H 0.487
3 H 0.515
4 H 0.493


| no. | E_tot (eV) |
| --- | --- |
| 1 | -66441.88320 |
| 2 | -93973.76936 |
| 3 | -14812.85598 |
| 4 | -14812.59765 |
| 5 | -74137.71869 |
| 6 | -8340.14427 |
| 7 | -30022.28687 |
| 8 | -30011.89506 |
| 9 | -10399.85905 |
| 10 | -10400.69179 |